Density functional theory data (wB97M-V/def2-TZVPD) for a structure of composition C27H51AlNO2Si2 in a non-equilibrium geometry.

Each line ends with the Löwdin charge.
CARTESIAN COORDINATES (ANGSTROEM)
1 O 1.664 -0.039 -1.117  -0.212
2 O 5.740 -2.013 0.895  -0.216
3 C 2.044 -0.910 -2.282  -0.172
4 C 1.534 -0.372 -3.600  -0.050
5 H 1.630 -1.890 -2.027  0.111
6 H 3.139 -0.965 -2.256  0.121
7 H 0.475 -0.082 -3.555  0.080
8 H 1.647 -1.178 -4.332  0.100
9 H 2.129 0.483 -3.940  0.084
10 C 2.194 1.359 -1.284  -0.170
11 C 3.699 1.333 -1.402  -0.050
12 H 1.849 1.920 -0.398  0.124
13 H 1.700 1.760 -2.193  0.126
14 H 4.158 0.732 -0.603  0.097
15 H 4.073 2.355 -1.315  0.095
16 H 4.017 0.961 -2.381  0.080
17 C 6.289 -1.706 2.195  -0.266
18 C 6.731 -2.400 -0.073  -0.267
19 C 6.428 -0.220 2.441  -0.074
20 H 7.264 -2.211 2.337  0.125
21 H 5.568 -2.139 2.901  0.108
22 H 7.154 0.233 1.766  0.062
23 H 6.781 -0.071 3.459  0.079
24 H 5.475 0.298 2.337  0.070
25 C 7.848 -1.399 -0.308  -0.086
26 H 6.160 -2.556 -0.995  0.113
27 H 7.164 -3.372 0.222  0.120
28 H 7.477 -0.398 -0.523  0.074
29 H 8.431 -1.730 -1.170  0.081
30 H 8.531 -1.349 0.541  0.074
31 H 3.532 -2.658 1.023  0.024
32 Al -0.083 -0.190 -0.275  0.359
33 C 2.940 -3.344 1.683  -0.183
34 Si 3.376 -5.206 1.716  0.476
35 H 3.127 -3.003 2.715  0.023
36 H 1.879 -3.207 1.429  0.007
37 C 3.769 -5.793 -0.030  -0.195
38 C 1.943 -6.267 2.367  -0.192
39 C 4.846 -5.706 2.809  -0.190
40 C -0.725 -1.931 -0.808  -0.250
41 Si -2.551 -2.282 -0.396  0.450
42 H -0.132 -2.710 -0.295  0.026
43 H -0.571 -2.149 -1.887  0.031
44 C -2.669 -3.938 0.497  -0.183
45 C -3.494 -2.415 -2.022  -0.182
46 C -3.448 -0.992 0.644  -0.180
47 H 5.007 -6.796 2.738  0.039
48 H 4.668 -5.459 3.866  0.030
49 H 5.764 -5.198 2.479  0.018
50 H 2.861 -5.766 -0.651  0.027
51 H 4.155 -6.825 -0.023  0.036
52 H 4.527 -5.133 -0.474  0.018
53 H 0.981 -5.939 1.950  0.018
54 H 1.877 -6.216 3.465  0.030
55 H 2.090 -7.323 2.088  0.036
56 H -2.833 -2.882 -2.764  0.030
57 H -3.790 -1.426 -2.397  0.021
58 H -4.401 -3.029 -1.932  0.039
59 H -3.586 -0.053 0.096  0.014
60 H -2.918 -0.758 1.574  0.034
61 H -4.452 -1.351 0.921  0.048
62 H -3.701 -4.313 0.504  0.036
63 H -2.331 -3.873 1.539  0.034
64 H -2.044 -4.681 -0.011  0.032
65 C -2.935 2.448 -2.063  -0.026
66 C -3.074 3.388 -1.031  -0.007
67 C -2.304 3.247 0.122  0.027
68 C -1.394 2.188 0.230  -0.165
69 N -1.267 1.275 -0.792  0.069
70 C -2.034 1.396 -1.908  -0.064
71 C -0.541 1.954 1.402  -0.180
72 C -0.451 2.857 2.497  -0.005
73 C 0.483 2.630 3.512  -0.058
74 C 1.271 1.473 3.478  -0.048
75 C 1.123 0.538 2.423  -0.065
76 C 0.239 0.781 1.383  -0.132
77 H -3.528 2.523 -2.968  0.117
78 H -3.779 4.208 -1.115  0.124
79 H -2.417 3.920 0.967  0.116
80 H -1.913 0.636 -2.683  0.126
81 H -1.106 3.725 2.524  0.104
82 H 0.580 3.350 4.328  0.114
83 H 1.996 1.294 4.270  0.109
84 H 1.720 -0.378 2.424  0.099

Cartesian forces (eV/Å) of the 6 atoms listed first:
0.0 0.6 -0.9
1.0 0.3 0.0
-0.1 0.3 0.9
0.1 -0.1 0.0
0.1 0.3 -0.1
-0.4 -0.1 0.0

## Properties
DFT total energy (eV): -56762.2583
Charge: +1
Energy above the lowest of the compared OMol25 structures with the same formula, charge and spin (kJ/mol): 0.00
Frontier orbital gap (eV): 8.270